(1)
{"formula": "C15H12N2O6S2SbSe4Tc", "method": "the ωB97M-V functional and the def2-TZVPD basis", "total_charge": 2, "energy_ev": -322790.049, "symbols": ["Tc", "N", "C", "C", "C", "C", "C", "C", "C", "C", "N", "C", "H", "H", "H", "H", "H", "H", "H", "H", "O", "S", "O", "O", "C", "C", "C", "C", "C", "C", "S", "O", "O", "O", "H", "H", "H", "H", "Se", "Sb", "Se", "Se", "Se"], "coordinates": [[0.99630, -0.16460, 0.03050], [2.24500, 0.35330, 1.69820], [1.52960, 1.22220, 2.61520], [2.06490, 1.65800, 3.80100], [1.29150, 2.43570, 4.67500], [-0.00970, 2.74230, 4.37330], [-0.58690, 2.31900, 3.15730], [-1.92150, 2.57200, 2.78020], [-2.36200, 2.16080, 1.54710], [-1.48900, 1.48690, 0.69060], [-0.25090, 1.19120, 1.03120], [0.21300, 1.57130, 2.25310], [2.23750, -0.59710, 2.11790], [3.23730, 0.61610, 1.68330], [3.07680, 1.39430, 4.06990], [1.73230, 2.77150, 5.60020], [-0.61140, 3.31260, 5.06230], [-2.57630, 3.09410, 3.46040], [-3.37260, 2.34430, 1.22630], [-1.80460, 1.18150, -0.29930], [1.79820, -2.02300, -0.13960], [1.02580, -2.38960, 1.07210], [1.86560, -2.42930, 2.22980], [-0.02970, -1.38730, 1.21420], [0.22180, -3.89080, 0.65680], [0.12990, -4.96880, 1.51940], [-0.55980, -6.10230, 1.10950], [-1.11410, -6.15810, -0.16230], [-1.02500, -5.06630, -1.01850], [-0.37100, -3.91860, -0.59160], [-0.35500, -2.57490, -1.75970], [-1.42510, -2.78470, -2.65350], [0.97140, -2.76700, -2.53990], [-0.34280, -1.18900, -1.27020], [0.59710, -4.90880, 2.48980], [-0.66450, -6.94190, 1.77730], [-1.62480, -7.04900, -0.49410], [-1.45770, -5.08600, -2.00720], [-0.62230, 4.34600, -3.94960], [1.39520, 3.26420, -3.46780], [2.27780, -1.53180, -2.81470], [1.30360, 1.44680, -1.42220], [1.43170, 0.16510, -3.88190]]}

***

(2)
{"formula": "C5H5BrF2", "method": "the ωB97M-V functional and the def2-TZVPD basis", "total_charge": 0, "energy_ev": -80739.654, "symbols": ["C", "C", "C", "C", "C", "F", "F", "Br", "H", "H", "H", "H", "H"], "coordinates": [[-1.65395, -0.67586, 1.10730], [-0.49097, -1.01315, -0.03255], [0.68993, 1.20391, -0.15507], [0.34711, -0.15478, -0.50992], [1.65495, 0.29642, -0.82055], [2.60230, -0.29897, -0.08075], [1.97531, 0.55962, -2.06276], [-2.73741, 0.23412, -0.32480], [-2.14139, -1.66159, 1.31703], [-1.38003, -0.05390, 1.98081], [-0.13973, -1.94169, -0.29817], [0.38618, 1.86320, -0.93660], [0.88770, 1.64267, 0.81603]]}

***

(3)
{"formula": "C5H6O2S", "method": "the ωB97M-V functional and the def2-TZVPD basis", "total_charge": 0, "energy_ev": -20212.147, "symbols": ["C", "C", "O", "C", "C", "C", "O", "S", "H", "H", "H", "H", "H", "H"], "coordinates": [[-1.28498, -1.74917, 0.70605], [-0.09205, -1.10574, 0.05568], [0.66085, -1.69749, -0.69339], [0.15284, 0.37916, 0.39442], [1.30360, 1.02654, -0.38632], [0.43342, 2.03868, -1.10811], [0.64846, 2.93021, -1.86354], [-1.11428, 1.47634, -0.36389], [-1.30830, -2.78641, 0.44337], [-2.22240, -1.25032, 0.37346], [-1.24071, -1.63826, 1.79076], [0.21383, 0.54054, 1.50748], [2.07527, 1.50545, 0.24540], [1.77445, 0.33047, -1.10137]]}

***

(4)
{"formula": "C36H71Cl20N3O6P3", "method": "the ωB97M-V functional and the def2-TZVPD basis", "total_charge": -1, "energy_ev": -333552.179, "symbols": ["C", "C", "C", "C", "C", "C", "P", "C", "O", "C", "C", "O", "P", "N", "O", "C", "P", "N", "O", "C", "C", "O", "C", "C", "C", "C", "C", "C", "C", "C", "C", "C", "N", "C", "C", "C", "C", "O", "H", "H", "H", "H", "H", "H", "H", "H", "H", "H", "H", "H", "H", "H", "H", "H", "H", "H", "H", "H", "H", "H", "H", "H", "H", "H", "H", "H", "H", "H", "H", "H", "H", "H", "H", "H", "H", "H", "H", "H", "H", "H", "H", "H", "H", "H", "H", "H", "H", "H", "H", "C", "Cl", "Cl", "H", "H", "C", "Cl", "Cl", "H", "H", "C", "Cl", "Cl", "H", "H", "C", "Cl", "Cl", "H", "H", "C", "Cl", "Cl", "H", "H", "C", "Cl", "Cl", "H", "H", "C", "Cl", "Cl", "H", "H", "C", "Cl", "Cl", "H", "H", "C", "Cl", "Cl", "H", "H", "C", "Cl", "Cl", "H", "H"], "coordinates": [[-1.83816, -6.81271, -1.69745], [-2.18339, -7.02402, -0.19676], [-0.98209, -6.54823, 0.69108], [-1.37559, -5.38205, 1.60079], [-1.44171, -3.98841, 0.85682], [-0.88148, -2.93546, 1.81861], [-1.19434, -1.10202, 1.41812], [-0.06832, -0.73571, 2.93446], [0.08222, 0.67703, 3.27090], [-0.91909, 1.14471, 4.05945], [-1.20885, 0.57206, 5.44606], [-1.60691, 2.07251, 3.66335], [-3.00321, -1.36459, 2.82113], [-4.04373, -2.47531, 2.32766], [-2.38336, -1.31241, 0.19788], [-1.95404, -0.69017, -1.00444], [-2.59418, -1.91289, -2.29379], [-1.55097, -3.29849, -2.26845], [-4.05080, -2.50784, -1.76826], [-0.41506, -0.33504, -0.97775], [0.44775, -0.63727, -2.28052], [0.77657, 0.49807, -3.08627], [-0.11367, 0.91438, -4.04240], [-0.99140, 0.10551, -4.73081], [-1.88506, 0.55453, -5.66793], [-2.86874, -0.34915, -6.37702], [-1.91694, 1.89575, -5.96244], [-1.02470, 2.71117, -5.31300], [-0.12052, 2.27342, -4.37679], [0.80459, 3.33619, -3.80000], [2.30759, 2.93412, -3.77141], [0.28945, 3.89829, -2.43731], [-0.05438, 1.07542, -0.69903], [1.25107, 1.21770, -0.08236], [1.90413, 2.61000, -0.32683], [3.14170, 2.70159, 0.62803], [3.02784, 3.98282, 1.48443], [0.05043, -1.01923, 0.19928], [-2.73242, -6.51112, -2.25061], [-1.46592, -7.76938, -2.08467], [-1.06335, -6.05526, -1.80735], [-3.07375, -6.46190, 0.10535], [-2.40537, -8.07566, 0.01402], [-0.76557, -7.40204, 1.35624], [-0.06930, -6.38132, 0.11046], [-2.38379, -5.56147, 1.99658], [-0.70588, -5.26098, 2.46159], [-2.48833, -3.84335, 0.59608], [-0.76599, -4.08605, 0.00388], [-1.27525, -3.14814, 2.82228], [0.20798, -3.09227, 1.86729], [-1.45541, 0.31931, 1.35696], [-0.34618, -1.30149, 3.83621], [0.94070, -1.09694, 2.68302], [-0.33591, 0.17839, 5.97252], [-2.03634, -0.13980, 5.39014], [-1.58678, 1.40324, 6.04237], [-2.58196, -1.75652, 4.13939], [-3.70919, -0.12303, 2.92036], [-4.96176, -2.08521, 2.15672], [-2.51751, 0.22339, -1.25475], [-0.65482, -3.09464, -1.83441], [-1.31814, -3.60221, -3.21329], [-3.93731, -3.45719, -1.60876], [0.06997, -1.48694, -2.84516], [1.40882, -0.97258, -1.87216], [-1.00470, -0.96197, -4.53910], [-3.02594, 0.04448, -7.38866], [-3.82810, -0.25348, -5.85386], [-2.53482, -1.38099, -6.45563], [-2.60902, 2.29737, -6.69723], [-1.04034, 3.77424, -5.55137], [0.74654, 4.19405, -4.47182], [2.79121, 3.39738, -4.64379], [2.48220, 1.86154, -3.87042], [2.79375, 3.38519, -2.90115], [-0.38489, 4.73301, -2.67646], [1.13811, 4.28991, -1.87650], [-0.31059, 3.17471, -1.88948], [-0.78365, 1.54828, -0.18174], [1.22571, 1.11246, 1.01363], [1.98497, 0.48819, -0.42952], [1.20189, 3.41874, -0.12300], [2.29812, 2.59277, -1.34488], [3.20040, 1.82911, 1.28714], [4.03686, 2.78769, 0.00982], [3.98915, 4.14826, 1.98643], [2.21644, 3.92803, 2.21523], [2.86217, 4.81930, 0.79660], [-2.98435, -5.61459, -5.57331], [-1.38227, -5.59058, -4.82686], [-3.83061, -4.09384, -5.30381], [-2.87269, -5.76964, -6.64079], [-3.56017, -6.42442, -5.13810], [-7.97515, -3.35455, 2.85442], [-7.59406, -1.80356, 2.09521], [-6.86964, -4.62867, 2.33938], [-7.90109, -3.24107, 3.93023], [-8.98476, -3.63634, 2.57675], [0.06932, 4.92492, 4.69908], [1.73496, 4.85649, 5.30059], [-0.73343, 6.42674, 5.18275], [0.08712, 4.86971, 3.61673], [-0.48527, 4.08565, 5.10261], [2.64007, -4.93136, -3.37489], [2.05743, -6.34122, -2.48389], [1.30434, -3.97799, -4.03144], [3.21610, -4.30590, -2.70202], [3.26198, -5.26937, -4.19603], [3.15613, 6.64535, -4.48092], [1.44139, 6.83365, -4.86572], [3.42050, 5.58427, -3.09018], [3.66214, 6.22075, -5.34114], [3.56476, 7.62362, -4.25390], [6.94479, 4.65751, 0.11334], [6.76445, 3.21138, 1.11838], [5.43462, 5.09128, -0.70128], [7.24788, 5.48364, 0.74043], [7.70156, 4.46322, -0.63854], [1.08405, 0.91694, 8.79714], [0.52677, -0.58843, 9.54231], [-0.26542, 1.96949, 8.37429], [1.72954, 1.43578, 9.49647], [1.63248, 0.67525, 7.89265], [-3.97628, 4.01408, -2.44989], [-3.44157, 5.53403, -3.19469], [-2.88310, 2.68584, -2.82673], [-4.01040, 4.14795, -1.37433], [-4.96411, 3.77342, -2.82649], [9.80729, 6.58798, 2.73979], [8.48548, 5.44357, 2.98764], [9.92749, 7.08782, 1.04644], [9.62933, 7.46607, 3.35015], [10.73794, 6.11387, 3.02998], [2.07079, -3.63400, 8.04384], [1.70575, -3.30689, 6.34790], [3.07586, -5.07988, 8.22949], [2.60251, -2.78458, 8.45652], [1.14018, -3.78471, 8.57887]]}

***

(5)
{"formula": "C4H6P2", "method": "the ωB97M-V functional and the def2-TZVPD basis", "total_charge": 0, "energy_ev": -22818.511, "symbols": ["C", "C", "C", "C", "P", "P", "H", "H", "H", "H", "H", "H"], "coordinates": [[-0.50916, -0.70276, 1.72190], [-0.27658, 0.14321, 0.49052], [-0.15402, -0.46885, -0.71008], [0.40726, 0.06692, -1.84212], [1.14534, 1.61625, -2.18916], [1.03989, 2.87558, -0.58043], [-0.96433, -1.57564, 1.52355], [-1.01852, -0.19331, 2.67947], [0.52402, -0.77691, 2.02340], [-0.18431, 1.26714, 0.46513], [-0.44850, -1.63588, -0.82897], [0.43891, -0.61575, -2.75321]]}

***

(6)
{"formula": "C3H8BNO2", "method": "the ωB97M-V functional and the def2-TZVPD basis", "total_charge": 0, "energy_ev": -9503.010, "symbols": ["C", "C", "C", "N", "H", "H", "H", "H", "H", "H", "H", "O", "B", "O", "H"], "coordinates": [[0.21005, -0.98086, 0.28986], [-0.52345, -0.51598, -0.66962], [-2.12838, -0.33307, -0.68027], [-0.02344, -0.13558, -1.91732], [1.29793, -0.92770, 0.30570], [-0.12007, -1.24078, 1.37415], [-2.60897, -0.01026, 0.22333], [-2.36539, 0.42462, -1.40248], [-2.52029, -1.24698, -0.93109], [0.88145, 0.25381, -2.05494], [-0.64372, 0.45917, -2.44655], [2.91098, -0.21159, 2.79007], [2.24435, 0.60250, 2.21092], [1.54015, 1.51616, 1.58202], [1.84879, 2.34654, 1.32623]]}

***

(7)
{"formula": "C4H4S", "method": "the ωB97M-V functional and the def2-TZVPD basis", "total_charge": 0, "energy_ev": -15041.837, "symbols": ["C", "C", "C", "C", "S", "H", "H", "H", "H"], "coordinates": [[-1.13903, 1.01382, -0.39199], [-0.04208, 0.39576, -0.79132], [0.49666, -0.63218, 0.00398], [0.58155, -1.32037, 1.62958], [1.48039, -1.92313, -0.00172], [-1.44333, 1.77490, -1.04249], [-1.70491, 0.74027, 0.40839], [0.25882, 0.65886, -1.89433], [1.51193, -0.70792, 2.07991]]}

***

(8)
{"formula": "C5H3NO", "method": "the ωB97M-V functional and the def2-TZVPD basis", "total_charge": 0, "energy_ev": -8764.537, "symbols": ["N", "C", "C", "C", "O", "C", "C", "H", "H", "H"], "coordinates": [[2.95809, -0.74770, -0.01226], [1.96128, -0.14132, -0.03634], [0.77194, 0.53811, -0.20185], [-0.04915, 1.37165, 0.44080], [-1.15458, 1.70482, 0.77042], [-1.84268, -0.87204, -0.25992], [-0.82266, -1.49051, -0.44780], [0.89721, 2.07534, 0.46440], [-2.73699, -0.30916, -0.09743], [0.01754, -2.12919, -0.62001]]}

***

(9)
{"formula": "C2H2O2", "method": "the ωB97M-V functional and the def2-TZVPD basis", "total_charge": 0, "energy_ev": -6198.497, "symbols": ["O", "C", "C", "O", "H", "H"], "coordinates": [[-1.38987, -0.84938, 0.68570], [-0.25925, -0.46400, 0.60887], [0.40219, 0.15038, -0.71316], [-0.04129, 1.20914, -0.30022], [0.41361, -0.26207, 1.45469], [0.87460, 0.21592, -1.73589]]}

***

(10)
{"formula": "C15H16N2O2", "method": "the ωB97M-V functional and the def2-TZVPD basis", "total_charge": 0, "energy_ev": -22890.449, "symbols": ["C", "C", "C", "O", "C", "C", "C", "C", "C", "C", "C", "O", "N", "C", "C", "C", "C", "C", "N", "H", "H", "H", "H", "H", "H", "H", "H", "H", "H", "H", "H", "H", "H", "H", "H"], "coordinates": [[-3.12633, -2.78667, 0.35494], [-1.89592, -2.26350, -0.37406], [-0.90377, -1.61655, 0.59713], [-1.38902, -0.43170, 1.20222], [-1.67292, 0.66887, 0.43442], [-2.42843, 1.65365, 1.06932], [-2.74701, 2.82232, 0.40876], [-2.32081, 3.02597, -0.89396], [-1.56833, 2.05185, -1.52324], [-1.23837, 0.87621, -0.86924], [0.49214, -1.44492, -0.02892], [0.87388, -2.11760, -0.96038], [1.23131, -0.50982, 0.62256], [2.52126, -0.06515, 0.35626], [3.32090, -0.57794, -0.66419], [4.58607, -0.04202, -0.81742], [5.00855, 0.96858, 0.03534], [4.13132, 1.40163, 1.01551], [2.91909, 0.90202, 1.17586], [-2.85253, -3.56666, 1.06210], [-3.83748, -3.19906, -0.35603], [-3.61148, -1.98056, 0.90109], [-2.20155, -1.53172, -1.12313], [-1.37550, -3.07450, -0.88482], [-0.76429, -2.29605, 1.45151], [-2.75129, 1.47770, 2.08359], [-3.33325, 3.57653, 0.91211], [-2.57228, 3.93817, -1.41295], [-1.22636, 2.20151, -2.53660], [-0.64167, 0.13882, -1.38387], [0.79117, -0.01638, 1.39205], [2.95314, -1.36348, -1.30169], [5.23753, -0.41103, -1.59598], [5.98968, 1.40598, -0.05861], [4.40257, 2.18549, 1.71033]]}

***

(11)
{"formula": "C2H9OS", "method": "the ωB97M-V functional and the def2-TZVPD basis", "multiplicity": 2, "s_squared": 0.755, "total_charge": 0, "energy_ev": -15099.134, "symbols": ["O", "H", "H", "H", "C", "S", "C", "H", "H", "H", "H", "H", "H"], "coordinates": [[-1.46574, -0.32521, 2.74465], [-1.20513, 0.34596, 3.36500], [-1.46433, -1.13035, 3.26107], [0.35774, 1.75844, -1.62965], [1.52224, 0.69772, 0.04553], [0.01294, 0.53259, -0.97870], [-0.07423, -1.28913, -1.30498], [2.27987, 0.92559, -0.69399], [1.48115, 1.43353, 0.85415], [1.76691, -0.30317, 0.46579], [-0.24297, -1.74550, -0.31252], [0.90775, -1.67696, -1.61152], [-0.90496, -1.59076, -1.92932]]}

***

(12)
{"formula": "C20H34NO5Ta", "method": "the ωB97M-V functional and the def2-TZVPD basis", "total_charge": 2, "energy_ev": -34557.541, "symbols": ["Ta", "C", "O", "C", "C", "O", "C", "C", "O", "C", "H", "H", "H", "H", "H", "H", "H", "H", "H", "H", "H", "H", "H", "H", "C", "C", "C", "C", "N", "H", "H", "H", "H", "H", "H", "H", "H", "H", "C", "C", "C", "C", "C", "C", "C", "C", "C", "C", "O", "O", "H", "H", "H", "H", "H", "H", "H", "H", "H", "H", "H"], "coordinates": [[-0.03592, 1.35501, -0.02028], [0.66830, 3.52638, 2.26944], [-0.28171, 2.53894, 1.73068], [-1.64505, 2.63718, 2.27420], [-2.57609, 2.90842, 1.12235], [-2.26218, 1.85345, 0.18779], [-2.92916, 1.81409, -1.09247], [-2.06603, 2.52700, -2.10418], [-0.68753, 2.07821, -1.90056], [0.19684, 2.48395, -3.00664], [0.67124, 3.43440, 3.35228], [0.35432, 4.51960, 1.95571], [1.63800, 3.27196, 1.85743], [-1.67450, 3.42207, 3.02600], [-1.86789, 1.67594, 2.73677], [-2.40075, 3.88396, 0.66226], [-3.61675, 2.82925, 1.43863], [-3.91855, 2.26662, -1.03039], [-3.03804, 0.75697, -1.33290], [-2.07594, 3.61276, -1.99731], [-2.37174, 2.25969, -3.11544], [-0.24009, 2.12382, -3.93460], [1.15680, 2.01716, -2.82421], [0.27824, 3.56881, -3.00265], [3.49426, 3.16168, -0.59451], [3.13350, 1.69067, -0.40160], [3.54092, 0.86322, -1.62295], [3.79110, 1.12345, 0.85866], [1.69029, 1.56789, -0.23070], [4.56870, 3.25826, -0.74739], [3.22692, 3.75858, 0.27979], [2.99544, 3.58188, -1.46970], [4.62230, 0.91280, -1.74883], [3.08422, 1.25373, -2.53543], [3.24697, -0.17547, -1.49545], [4.87416, 1.20267, 0.76834], [3.52866, 0.07353, 0.98557], [3.49143, 1.67679, 1.75118], [-2.66874, -6.44957, 0.45580], [-1.82784, -5.20853, 0.41553], [-0.63007, -5.17414, -0.28546], [0.16828, -4.03992, -0.32673], [1.46727, -4.08593, -1.08416], [-0.28807, -2.88669, 0.33771], [-1.49152, -2.89565, 1.07184], [-1.98673, -1.72802, 1.89385], [-2.23084, -4.06295, 1.10048], [0.54126, -1.68775, 0.24470], [1.71879, -1.55823, 0.20237], [-0.25504, -0.47864, 0.13388], [-2.17274, -7.28391, -0.03491], [-3.62557, -6.28134, -0.04115], [-2.88359, -6.73375, 1.48637], [-0.29758, -6.06302, -0.80715], [1.54573, -5.02303, -1.62974], [2.31905, -4.00811, -0.40981], [1.54870, -3.26817, -1.80244], [-1.17098, -1.19082, 2.38010], [-2.64710, -2.09263, 2.67845], [-2.55582, -1.02043, 1.28389], [-3.14155, -4.09412, 1.68767]]}